Run a
H18O9 | ωB97M-V/def2-TZVPD

```
27
Properties=species:S:1:pos:R:3
O -2.18586 -0.60078 1.67563
H -1.45396 -1.12298 1.34722
H -2.24343 -0.82558 2.60429
O 0.99547 0.80706 -2.15376
H 1.03943 0.63893 -3.09506
H 1.00863 -0.06247 -1.75380
O -1.27645 1.74802 1.31171
H -0.91721 0.88795 1.09386
H -1.69514 1.62446 2.16357
O 3.12185 1.65942 -0.18178
H 3.94385 1.17125 -0.22901
H 2.48942 1.03133 0.16717
O -0.85471 -1.54777 -0.75342
H -0.41993 -2.28500 -1.18201
H -1.59170 -1.33744 -1.32686
O -1.41136 2.26009 -1.25846
H -0.56950 2.45145 -1.67185
H -1.19482 2.08573 -0.34252
O -0.82815 -2.39116 1.13807
H -0.90810 -2.03390 0.25364
H -1.26647 -3.24098 1.09415
O -0.23560 0.42607 0.11996
H -0.70169 -0.23023 -0.39797
H 0.69025 0.25361 -0.05115
O 2.17927 -0.09109 0.33827
H 2.26230 -0.38062 1.24685
H 2.02368 -0.89549 -0.15667
```

- Charge: 0
- LUMO: -0.0407 Ha
- HOMO-LUMO gap: 8.0 eV
- 2S+1: 1



Run b
H18O9 | ωB97M-V/def2-TZVPD

```
27
Properties=species:S:1:pos:R:3
H -1.42049 0.02078 -0.11813
H -1.09804 -1.34503 -0.54911
H 2.76116 3.06546 0.61318
H 2.00770 2.19486 1.78152
H -1.04086 -3.48793 -0.37466
H -0.49769 -4.63170 0.37173
H 0.49912 3.90534 -0.13477
H 0.25869 4.52206 1.08861
H -1.47265 -1.82444 3.91981
H -2.81577 -1.23795 3.89632
H 3.21019 -1.52249 0.94158
H 4.22626 -2.55446 0.68231
H 4.25852 0.22254 -2.76543
H 3.22297 -0.75879 -2.12067
H -3.61934 0.14274 -1.74067
H -4.26974 -0.88059 -2.66526
H -1.82100 2.38431 -1.55378
H -3.25300 2.31470 -0.98732
O -0.70826 -0.46544 -0.40069
O 2.72881 2.23953 1.17556
O -0.32694 -4.09692 -0.46131
O 0.57806 3.64153 0.76568
O -2.19008 -1.61502 3.29490
O 3.45414 -2.19475 0.23023
O 4.13263 -0.35685 -2.08718
O -4.45855 -0.27176 -2.02533
O -2.34584 2.59030 -0.77711
```

- Charge: 0
- LUMO: 0.0057 Ha
- SMILES: O.O.O.O.O.O.O.O.O
- HOMO-LUMO gap: 10.7 eV
- 2S+1: 1



Ordering by calculated energy gives the sequence run b, run a, with the first entry being the most stable.



Run a
H18O9 | ωB97M-V/def2-TZVPD

```
27
Properties=species:S:1:pos:R:3
H -0.80881 -0.01081 0.01282
H 0.64120 0.44461 0.02190
H -0.12106 3.59902 -1.00381
H -1.52610 4.00649 -1.41597
H -2.79014 2.77445 -1.37377
H -3.30807 2.38588 0.00130
H -2.64188 -2.48369 1.75824
H -1.27575 -2.29672 2.39759
H 5.23746 0.34178 -0.70214
H 4.36636 -0.12578 -1.85653
H 1.59449 1.11145 4.98945
H 1.90632 2.15346 3.92783
H -3.40178 -3.16229 0.17876
H -4.89383 -3.41880 0.31298
H 0.63727 -0.09485 -4.17042
H 0.56172 -0.76604 -2.80886
H 2.94384 -3.47710 -0.41141
H 2.44783 -2.04433 -0.30561
O 0.01078 -0.09412 0.51314
O -0.84769 4.18087 -0.75390
O -3.55813 2.86276 -0.79810
O -2.05235 -1.80548 2.10677
O 4.38462 0.49894 -1.12279
O 2.33056 1.55466 4.55269
O -4.24942 -2.94643 -0.22608
O 1.16019 -0.61373 -3.54888
O 3.25239 -2.57420 -0.27521
```

- Charge: 0
- LUMO: -0.0126 Ha
- SMILES: O.O.O.O.O.O.O.O.O
- HOMO-LUMO gap: 11.0 eV
- 2S+1: 1



Run b
H18O9 | ωB97M-V/def2-TZVPD

```
27
Properties=species:S:1:pos:R:3
O 0.88870 0.91215 -1.79722
H 1.24870 0.12715 -2.23422
H 1.59770 1.17115 -1.24422
O -0.20330 -3.33585 3.44478
H -0.36830 -2.73085 2.68878
H -0.61630 -4.18685 3.34578
O 2.50270 0.66215 0.54878
H 2.32170 -0.06685 1.18878
H 3.41470 0.88815 0.66778
O -0.70930 2.96715 -2.42922
H -0.14130 2.27315 -2.33422
H -1.07530 2.94815 -3.31522
O 0.74670 2.72415 1.34378
H 1.40470 2.00215 1.21478
H -0.08830 2.24715 1.26878
O -0.61430 0.34015 0.52078
H -0.11830 0.58315 -0.27722
H -0.07830 -0.41385 0.86678
O -2.32030 0.67115 -2.13922
H -1.95530 1.49915 -2.40322
H -2.32330 0.71415 -1.17522
O -2.17130 -1.78685 -0.40622
H -2.14130 -2.59985 0.16578
H -1.62930 -1.11585 0.04978
O 0.59770 -1.99585 1.09978
H 0.28270 -2.41885 0.29178
H 1.54770 -2.07885 1.04878
```

- Charge: 0
- LUMO: -0.0265 Ha
- SMILES: O.O.O.O.O.O.O.O.O
- HOMO-LUMO gap: 9.8 eV
- 2S+1: 1



Run c
H18O9 | ωB97M-V/def2-TZVPD

```
27
Properties=species:S:1:pos:R:3
H 0.91854 -0.64583 2.62727
H -0.01974 -0.29677 1.48367
H -4.79982 1.69671 1.22349
H -4.25031 0.44899 0.55173
H 2.47773 -2.41255 -0.73354
H 2.05814 -3.74894 -0.14359
H 0.51725 2.03740 0.87331
H -0.47579 1.16625 0.12164
H 3.59036 2.34190 1.99481
H 3.99570 0.99160 1.42696
H 0.94192 -0.40437 -4.04891
H 1.49127 -0.21787 -2.64410
H 2.98003 1.68555 -0.58876
H 1.75957 0.92676 -1.08350
H -0.98561 -0.20385 -1.34956
H -2.23796 0.40445 -1.95917
H -5.20162 -1.68030 0.75406
H -3.74105 -1.59310 1.16534
O 0.84334 -0.07750 1.85245
O -4.72027 0.74327 1.34010
O 2.42742 -2.89279 0.10062
O 0.42420 1.16854 0.46659
O 3.39682 1.40009 2.06215
O 1.76935 -0.33441 -3.55957
O 2.71705 0.97405 -1.18341
O -1.54076 0.58343 -1.31818
O -4.33576 -2.06071 0.56814
```

- Charge: 0
- LUMO: -0.0072 Ha
- SMILES: O.O.O.O.O.O.O.O.O
- HOMO-LUMO gap: 9.6 eV
- 2S+1: 1



Run d
H18O9 | ωB97M-V/def2-TZVPD

```
27
Properties=species:S:1:pos:R:3
O 1.78354 -1.03774 2.12732
H 2.23875 -0.72583 1.41869
H 0.90388 -1.44946 1.75544
O 0.36271 -2.42591 -1.55489
H -0.51629 -2.37750 -1.12516
H 0.34669 -3.23066 -2.11392
O -1.22974 0.29247 -0.04660
H -0.50340 0.25054 -0.72766
H -0.66162 0.55366 0.76699
O -1.92962 -2.14388 -0.33529
H -2.16639 -1.33193 -0.03631
H -2.69104 -2.38527 -0.85217
O 3.10431 -2.14299 -2.05091
H 3.01928 -2.92596 -1.51335
H 2.16842 -1.81913 -1.92343
O 0.39768 0.54614 3.82586
H 1.10285 1.15350 4.10813
H 0.99213 -0.12130 3.37150
O -2.53600 2.09135 -2.71711
H -2.67867 1.61621 -1.95747
H -2.34903 3.02373 -2.39866
O -0.31168 2.89634 1.90975
H -0.14538 3.93992 1.88494
H -1.24118 2.86914 2.22414
O 0.86156 1.33764 -1.25565
H 1.29155 1.57557 -2.01634
H 0.38670 1.97134 -0.76785
```

- Charge: 0
- LUMO: 0.0032 Ha
- SMILES: O.O.O.O.O.O.O.O.O
- HOMO-LUMO gap: 10.7 eV
- 2S+1: 1



Ordering by calculated energy gives the sequence run b, run d, run a, run c, with the first entry being the most stable.



Run a
C26H32Br2F3N3S5Sr | ωB97M-V/def2-TZVPD

```
72
Properties=species:S:1:pos:R:3
Sr -0.10548 0.24571 0.14495
C -2.99477 -1.42930 2.64667
C -3.66217 -1.63863 1.29425
S -3.23220 -0.29802 0.15739
C -3.73097 -0.99859 -1.43378
C -2.88676 -2.16355 -1.92905
S -1.17862 -1.66426 -2.28255
C -0.35681 -3.27591 -2.23399
C -0.22060 -3.89711 -0.85145
S 0.84516 -2.90596 0.22728
C 0.44848 -3.60001 1.85244
C -0.95112 -3.29627 2.36325
S -1.18489 -1.52239 2.63934
H -3.36790 -2.16257 3.36080
H -3.23334 -0.44457 3.05275
H -4.74450 -1.64263 1.42223
H -3.37345 -2.59364 0.85768
H -3.69537 -0.15833 -2.12882
H -4.77365 -1.30559 -1.35896
H -3.32112 -2.55347 -2.84916
H -2.87143 -2.97309 -1.20111
H 0.61774 -3.12403 -2.70009
H -0.91034 -3.95306 -2.88390
H 0.22557 -4.88646 -0.94601
H -1.19482 -4.01256 -0.37926
H 1.20817 -3.20060 2.52630
H 0.60109 -4.67758 1.80841
H -1.10756 -3.81238 3.31024
H -1.70678 -3.64898 1.66336
Br 4.62179 0.80657 5.43930
C 3.42605 0.70308 4.01449
C 3.71621 -0.08762 2.91797
C 2.78694 -0.12135 1.89868
N 1.63801 0.56536 1.91836
C 1.36885 1.33852 2.98650
C 2.24207 1.42259 4.05598
C 0.06803 2.09409 2.96816
C -0.30229 2.92794 4.00826
C -1.51945 3.58700 3.94278
Br -2.03560 4.71501 5.33193
C -2.34745 3.40465 2.84993
C -1.90035 2.56379 1.85146
N -0.72600 1.91642 1.89370
H 4.63347 -0.65612 2.85584
H 2.97383 -0.72719 1.01655
H 2.02961 2.03438 4.91929
H 0.33103 3.08043 4.86852
H -3.30444 3.90174 2.77395
H -2.52043 2.38662 0.97837
C -1.55572 2.00468 -3.66380
S -1.71246 2.18671 -1.87448
C -1.85457 3.98122 -1.72788
H -2.48312 2.29771 -4.15084
H -1.34772 0.95684 -3.87684
H -0.73199 2.61547 -4.02982
H -1.04385 4.46045 -2.27403
H -1.77702 4.24578 -0.67443
H -2.81500 4.31421 -2.11455
F 5.49676 -0.40337 -5.02359
C 5.07261 0.78312 -4.59258
F 4.63736 1.48074 -5.64337
F 6.11189 1.43535 -4.06828
C 3.97399 0.64058 -3.55961
C 3.31419 1.77339 -3.11380
C 2.32703 1.62220 -2.16254
N 1.97564 0.43504 -1.64527
C 2.62909 -0.64762 -2.08732
C 3.63135 -0.59344 -3.04005
H 3.56138 2.75398 -3.50007
H 1.78601 2.48983 -1.79899
H 2.35146 -1.60037 -1.65156
H 4.13123 -1.49460 -3.36552
```

- Charge: +2
- LUMO: -0.2054 Ha
- HOMO-LUMO gap: 8.5 eV
- 2S+1: 1



Run b
C26H32Br2F3N3S5Sr | ωB97M-V/def2-TZVPD

```
72
Properties=species:S:1:pos:R:3
Sr -0.50318 -0.47808 0.55722
C -0.37573 -0.27942 3.65449
C -1.17844 -1.54152 3.16318
S -2.80473 -1.16542 2.43016
C -3.16075 -2.72117 1.54962
C -3.93437 -2.45674 0.26242
S -3.09483 -1.34833 -0.92031
C -2.53434 -2.49823 -2.21137
C -1.27291 -3.29638 -1.88972
S 0.19740 -2.20706 -1.89255
C 1.12176 -2.91226 -0.49099
C 2.24877 -1.97331 -0.00180
S 0.85501 0.63960 2.61496
H 0.16762 -0.62945 4.53023
H -1.09930 0.43989 4.03867
H -1.25510 -2.15882 4.05748
H -0.66259 -2.17525 2.42596
H -3.73656 -3.38113 2.19882
H -2.21129 -3.22222 1.33220
H -4.89329 -1.99078 0.48880
H -4.15171 -3.39887 -0.24142
H -2.38507 -1.88039 -3.09876
H -3.34805 -3.18351 -2.44991
H -1.12230 -4.07675 -2.63544
H -1.35743 -3.78011 -0.91430
H 1.53637 -3.88256 -0.76145
H 0.37967 -3.11242 0.29695
H 2.08202 -0.90826 -0.21793
H 3.21200 -2.20778 -0.45541
Br -1.31358 6.08907 3.03568
C -1.62129 4.41795 2.24925
C -2.26427 3.41456 2.95045
C -2.41442 2.18868 2.32958
N -1.99490 1.91238 1.09401
C -1.44796 2.91966 0.40288
C -1.21823 4.17619 0.94695
C -1.12618 2.65589 -1.02438
C -1.22375 3.68730 -1.95053
C -0.97742 3.41651 -3.28514
Br -1.10398 4.77747 -4.56236
C -0.64910 2.12519 -3.66102
C -0.57587 1.16598 -2.67109
N -0.80639 1.40075 -1.37409
H -2.62959 3.57420 3.95454
H -2.91140 1.38839 2.86082
H -0.72240 4.94883 0.37805
H -1.52288 4.67769 -1.64186
H -0.45388 1.87049 -4.69250
H -0.29096 0.15848 -2.93580
C 3.21170 -3.76903 1.91584
S 2.45850 -2.14238 1.80626
C 3.85302 -1.07914 2.13283
H 4.05810 -3.84961 1.23627
H 2.44512 -4.50721 1.68916
H 3.53374 -3.89496 2.94849
H 3.96390 -1.03920 3.21510
H 3.58479 -0.08904 1.77341
H 4.74119 -1.48084 1.64887
F 7.25943 0.24745 -2.74179
C 6.44380 1.25768 -3.08303
F 6.64244 1.52221 -4.37678
F 6.79951 2.33154 -2.37479
C 5.00505 0.86937 -2.82923
C 4.17431 1.64336 -2.03837
C 2.87342 1.20505 -1.83966
N 2.38569 0.08028 -2.36431
C 3.19824 -0.64264 -3.13929
C 4.51056 -0.29148 -3.40404
H 4.52529 2.56131 -1.58890
H 2.18687 1.79094 -1.23462
H 2.77443 -1.54229 -3.57314
H 5.13053 -0.90819 -4.04073
```

- Charge: +2
- LUMO: -0.1856 Ha
- HOMO-LUMO gap: 8.1 eV
- 2S+1: 1



Ordering by calculated energy gives the sequence run a, run b, with the first entry being the most stable.



Run a
C5H10NS | ωB97M-V/def2-TZVPD

```
17
Properties=species:S:1:pos:R:3
C 0.24181 -0.65096 -0.42112
C -1.08824 -1.13556 -1.01891
C -0.23985 -0.74401 0.96029
C 0.36270 -0.28478 2.20490
C 0.82483 0.76133 -0.93344
N -0.03455 1.86774 -1.06124
S -1.81291 -1.26035 0.65579
H 1.07403 -1.33302 -0.60925
H -1.05810 -2.09564 -1.52508
H 1.44530 -0.42521 2.20331
H -0.08226 -0.75880 3.07799
H 0.19290 0.79463 2.29520
H 1.25477 0.54143 -1.91162
H -1.61994 -0.41673 -1.63504
H 1.63227 1.00250 -0.24077
H -0.39431 2.28875 -0.22200
H -0.69844 1.84870 -1.81901
```

- Charge: +1
- LUMO (alpha / beta): -0.2060 / -0.2060 Ha
- HOMO-LUMO gap (alpha / beta): 7.8 / 7.8 eV
- 2S+1: 1



Run b
C5H10NS | ωB97M-V/def2-TZVPD

```
17
Properties=species:S:1:pos:R:3
C -1.45239 0.54709 0.75273
C -1.05184 -0.84072 0.09825
C -1.13502 1.67455 -0.13208
C 0.37810 -1.07463 0.54581
C 1.94508 -0.16264 -1.09926
N 1.13099 0.03033 0.12603
S 2.82394 0.26373 0.44365
H -2.63939 0.67566 0.79555
H -1.14205 0.46536 1.83622
H -1.50900 -1.73316 0.40932
H -1.00761 -0.99555 -1.04498
H -1.00102 1.76263 -1.24457
H -0.99701 2.72545 0.39782
H 0.54884 -1.05110 1.56462
H 0.89947 -1.87661 0.04642
H 2.18257 -1.07326 -1.56724
H 2.02630 0.66288 -1.92829
```

- Charge: +1
- LUMO (alpha / beta): -0.2467 / -0.2467 Ha
- HOMO-LUMO gap (alpha / beta): 5.8 / 5.8 eV
- 2S+1: 1



Ordering by calculated energy gives the sequence run a, run b, with the first entry being the most stable.